# 1
Below is 2 unconnected molecules or ions with the total composition C5H15N4O at a distorted geometry, with properties calculated with ωB97M-V with the def2-TZVPD basis set.

## Properties
DFT total energy: -13429.31511 eV
HOMO: -13.42 eV
Net charge: +1
ΔE to the lowest compared entry with this formula, charge and spin: 55.2 kcal per mole

Geometry (Å):
C  -1.0436  1.4297  1.7869
C  -1.7309  1.0477  0.4572
C  -0.0979  0.2339  1.9975
O  0.1628  -0.6632  1.2315
N  0.6877  0.2562  3.0261
H  -0.5132  2.4463  1.6742
H  -1.6932  1.3303  2.6291
H  -2.3771  1.8204  0.1139
H  1.1029  -0.6135  3.2751
H  0.5681  0.9506  3.6615
H  -2.5237  0.4407  0.5175
H  -1.1085  0.9144  -0.4042
C  -0.5986  -1.9915  -1.9530
C  1.0504  -0.3160  -1.2502
N  0.4100  -1.4893  -1.1019
N  1.1450  0.2279  -2.4578
N  1.8589  0.2828  -0.3300
H  0.7390  -2.0223  -0.1989
H  1.1889  -0.3436  -3.3503
H  1.0913  1.2632  -2.6546
H  1.7365  0.0724  0.6287
H  2.4645  1.0352  -0.6022
H  -0.2573  -1.8720  -2.9927
H  -1.4258  -1.2984  -2.0473
H  -0.8361  -3.1421  -1.6560

Mulliken atomic charge list, values in e, 6 entries:
1 C -0.397
2 C -1.233
3 C 0.443
4 O -0.785
5 N -0.309
6 H 0.299



# 2
Below is a molecular structure, C5H15N4S2 at a distorted geometry, with properties calculated with ωB97M-V with the def2-TZVPD basis set.

## Properties
DFT total energy: -33046.84122 eV
HOMO (alpha / beta): -12.02 / -12.02 eV
Net charge: +1
ΔE to the lowest compared entry with this formula, charge and spin: 73.9 kcal per mole

Geometry (Å):
C  2.4104  0.3080  0.2912
C  2.6846  -1.0760  -0.2268
C  -1.4045  -2.5728  -0.1915
C  -0.1285  2.6716  0.3163
C  -2.1668  -0.2891  0.3586
N  1.6671  1.0946  -0.6581
N  -2.2805  -1.4385  -0.2979
N  -0.6071  0.7923  -0.8982
N  0.3591  1.3090  -0.1503
S  1.0250  0.2517  1.3915
S  -3.3507  0.8851  0.4756
H  3.3403  0.8649  0.7106
H  1.7048  -1.5974  -0.4435
H  3.0461  -1.6499  0.5383
H  3.4751  -1.1145  -1.0917
H  -0.9529  -2.5665  -1.1816
H  -0.5463  -2.5166  0.5019
H  -2.0614  -3.4423  -0.2143
H  0.7487  3.3226  0.2308
H  -1.0208  2.9316  -0.2705
H  -0.4794  2.5331  1.3579
H  -1.4975  -0.5432  1.2746
H  2.0788  1.9962  -0.9968
H  -2.8814  -1.5055  -1.2071
H  -0.2871  -0.1044  -1.3002
H  -2.8750  1.4561  1.6810

Mulliken atomic charge list, values in e, 6 entries:
1 C 0.227
2 C -1.105
3 C -0.863
4 C -0.653
5 C 0.113
6 N -0.751



# 3
Below is 5 unconnected molecules or ions with the total composition C5H15N5O10 at a distorted geometry, with properties calculated with ωB97M-V with the def2-TZVPD basis set.

## Properties
DFT total energy: -33339.64597 eV
HOMO (alpha / beta): -0.88 / -4.70 eV
Net charge: -1
Spin multiplicity: 2
ΔE to the lowest compared entry with this formula, charge and spin: 1.4 kcal per mole

Geometry (Å):
C  -5.2161  2.2510  0.6724
N  -4.0694  2.0881  -0.2456
O  -4.3128  2.4128  -1.4123
O  -3.0051  1.6334  0.1376
H  -4.7862  2.9399  1.3995
H  -5.5742  1.3556  1.1804
H  -6.0033  2.7264  0.0872
C  0.4718  -4.3296  1.6431
N  0.4376  -5.4752  2.6442
O  -0.2961  -6.4438  2.4349
O  1.1645  -5.4091  3.6191
H  -0.3337  -3.6595  1.9434
H  0.3452  -4.8288  0.6824
H  1.3898  -3.7551  1.7668
C  0.0682  0.3432  -1.1139
N  1.0659  -0.7966  -1.0267
O  1.1036  -1.4782  0.0408
O  1.6702  -1.1960  -2.0175
H  0.0941  0.6903  -2.1468
H  0.4380  1.1216  -0.4466
H  -0.9285  -0.0619  -0.9388
C  4.9825  -1.5947  -1.9101
N  6.2853  -1.1859  -2.3710
O  6.6322  -0.0246  -2.2551
O  7.0145  -2.1100  -2.8337
H  4.5276  -0.7963  -1.3238
H  5.0341  -2.5244  -1.3435
H  4.4038  -1.7653  -2.8180
C  -2.2865  4.6365  1.1105
N  -1.1788  3.8332  0.5239
O  -0.5487  3.0462  1.1937
O  -0.9810  4.0105  -0.6651
H  -2.9492  4.9071  0.2885
H  -1.9463  5.5055  1.6738
H  -2.7129  3.9337  1.8262

Mulliken atomic charge list, values in e, 6 entries:
1 C -0.780
2 N 0.749
3 O -0.845
4 O -0.727
5 H 0.152
6 H 0.253



# 4
Below is 2 unconnected molecules or ions with the total composition C5H15NO at a distorted geometry, with properties calculated with ωB97M-V with the def2-TZVPD basis set.

## Properties
DFT total energy: -8962.69868 eV
HOMO (alpha / beta): -0.53 / -3.22 eV
Net charge: -1
Spin multiplicity: 2
ΔE to the lowest compared entry with this formula, charge and spin: 50.2 kcal per mole

Geometry (Å):
C  1.0789  0.5890  2.3967
O  1.0600  1.5107  1.3720
C  2.1320  -0.5040  2.2217
H  0.0941  0.0914  2.5515
H  1.2873  1.1190  3.3450
H  2.0831  -1.1943  3.0747
H  3.1396  -0.1011  2.1190
H  1.9160  -1.0820  1.3182
C  -0.4531  -1.2274  -0.6944
C  -1.2241  0.0331  -1.0726
C  -0.4450  1.3079  -0.8623
N  -1.7086  -0.1670  -2.5271
H  -0.9774  -2.1412  -0.9902
H  0.5121  -1.2356  -1.2060
H  -0.2831  -1.2773  0.3797
H  -2.1533  0.0831  -0.5054
H  0.3647  1.4451  -1.5856
H  0.1232  1.2286  0.2376
H  -1.1456  2.1414  -0.9828
H  -2.3698  -0.9754  -2.6090
H  -2.1646  0.7010  -2.8771
H  -0.8665  -0.3451  -3.1035

Mulliken atomic charge list, values in e, 6 entries:
1 C -0.395
2 O -0.817
3 C -0.859
4 H 0.225
5 H 0.325
6 H 0.298



# 5
Below is 2 unconnected molecules or ions with the total composition C5H15NO at a distorted geometry, with properties calculated with ωB97M-V with the def2-TZVPD basis set.

## Properties
SMILES: CC(C)CCN.O
DFT total energy: -8965.26351 eV
HOMO: -8.73 eV
ΔE to the lowest compared entry with this formula, charge and spin: 25.3 kcal per mole

Geometry (Å):
C  0.9582  -1.4115  0.4607
C  0.9631  -0.1662  1.3814
C  0.3943  1.1579  0.8784
C  0.6617  2.1876  2.0155
C  0.9223  1.6435  -0.4676
N  -0.3851  -1.8760  0.1147
H  1.4941  -2.1837  1.0111
H  1.3960  -1.2127  -0.5167
H  0.7392  -0.4309  2.4150
H  2.0599  -0.0031  1.4541
H  -0.6823  1.0063  0.7018
H  -0.1608  2.8848  1.8771
H  1.6578  2.6141  1.8970
H  0.4696  1.7436  2.9850
H  0.7119  0.9463  -1.2890
H  2.0104  1.4828  -0.4858
H  0.6724  2.6832  -0.6557
H  -0.9545  -1.3167  -0.4840
H  -0.9530  -2.2580  0.8422
H  -4.1251  -2.7770  -3.9852
H  -3.5517  -2.4427  -5.3719
O  -4.2984  -2.2714  -4.7781

Mulliken atomic charge list, values in e, 6 entries:
1 C -0.695
2 C -0.771
3 C 0.805
4 C -1.493
5 C -1.505
6 N -0.533



# 6
Below is 2 unconnected molecules or ions with the total composition C5H15NO at a distorted geometry, with properties calculated with ωB97M-V with the def2-TZVPD basis set.

## Properties
SMILES: CCCNCC.O
DFT total energy: -8965.30894 eV
HOMO: -8.41 eV
ΔE to the lowest compared entry with this formula, charge and spin: 24.2 kcal per mole

Geometry (Å):
C  0.9862  1.5792  0.2045
C  0.0478  1.4439  1.4029
C  1.4933  0.2361  -0.3338
N  0.6345  -0.6127  -1.1215
C  -0.8024  -0.7538  -0.9653
C  -1.6440  0.4000  -1.5301
H  1.8736  2.1484  0.4675
H  0.4971  2.2039  -0.5545
H  -0.1335  2.4092  1.8659
H  -0.9036  1.0230  1.0830
H  0.5010  0.8232  2.1722
H  2.4600  0.3525  -0.8328
H  1.8445  -0.3126  0.5564
H  0.8300  -0.4883  -2.1069
H  -0.9892  -0.8392  0.1120
H  -1.1078  -1.6995  -1.4075
H  -2.6214  0.4554  -1.0521
H  -1.7975  0.2431  -2.6019
H  -1.0915  1.3334  -1.4891
H  0.3327  -3.5472  2.6930
H  -0.0405  -3.2475  1.2690
O  -0.3692  -3.1504  2.1690

Mulliken atomic charge list, values in e, 6 entries:
1 C -0.403
2 C -0.989
3 C -0.677
4 N -0.256
5 C -0.459
6 C -1.084